Entry A
Formula: C21H33O11PdS3
Source: OMol25
Level of theory: ωB97M-V with the def2-TZVPD basis set

Its HOMO-LUMO gap (alpha / beta) is 6.170 / 6.143 eV. As for the expectation value of S²: 2.005. The HOMO energy (alpha / beta) is -0.14922 / -0.14827 Ha.

Structure (ORCA input):
```
! wB97M-V def2-TZVPD RIJCOSX def2/J DEFGRID3
* xyz -1 3
Pd -0.6131 0.2057 -0.0843
C 2.1703 1.0943 2.8272
C 1.6062 -0.1859 2.3585
C 2.0296 -1.2920 3.3374
O 0.2481 -0.1842 1.9116
H 1.9143 1.2743 3.8713
H 1.8778 1.8656 2.1148
H 3.2575 1.0293 2.7847
H 2.3073 -0.2732 1.5284
H 3.1076 -1.2159 3.4799
H 1.8502 -2.3441 3.1161
H 1.5140 -0.9953 4.2507
C -1.5255 0.2241 -4.4364
C -1.1681 -0.6227 -5.5759
C -0.5200 -2.0710 -5.2205
O -0.3596 -2.8817 -6.1673
C 0.0176 -2.1998 -3.8629
C -0.2655 -1.2907 -2.8734
C -1.1156 -0.0952 -3.2131
O -1.5430 0.6389 -2.2181
O 0.2328 -1.5271 -1.6741
O -1.3572 -0.3524 -6.7974
H -2.1826 1.0430 -4.6897
H 0.6982 -2.9854 -3.5696
C -1.9550 -4.8529 -0.0554
C -0.7507 -4.4700 0.8572
C -1.2216 -3.3890 1.9268
S -2.6965 -2.5220 1.1607
O -2.2944 -1.3173 0.3840
O -3.7991 -2.4420 2.1032
C -3.1071 -3.8635 -0.0536
H -2.3917 -5.7828 0.3088
H -1.5598 -4.9848 -1.0627
H -0.0445 -4.0735 0.1276
H -0.2400 -5.3036 1.3394
H -0.4650 -2.6477 2.1839
H -1.5377 -3.9069 2.8323
H -3.4418 -3.3606 -0.9608
H -4.0222 -4.3301 0.3110
C -1.5866 4.3474 3.5926
C -1.4548 2.8811 4.1517
C -2.4580 2.0411 3.3650
S -2.4193 2.7362 1.7035
O -3.8063 3.0914 1.4514
O -1.6324 1.8241 0.8258
C -1.5027 4.2375 2.0244
H -0.8346 5.0410 3.9690
H -2.5210 4.7560 3.9774
H -1.7809 2.8618 5.1916
H -0.4918 2.3878 4.0197
H -3.4541 1.8610 3.7691
H -2.0383 1.0437 3.2343
H -1.9009 5.1215 1.5263
H -0.4699 4.1117 1.6994
C 3.5498 1.5470 -3.6739
C 3.8001 0.4159 -2.6582
C 3.6304 1.0764 -1.2906
S 2.1152 2.1768 -1.4717
O 2.4640 3.5324 -1.2013
O 1.0168 1.4404 -0.8170
C 2.1370 2.0136 -3.3893
H 3.6502 1.2443 -4.7162
H 4.1979 2.4106 -3.5249
H 4.8392 0.0885 -2.6912
H 3.1322 -0.4351 -2.7918
H 4.4470 1.7713 -1.0946
H 3.5074 0.5372 -0.3513
H 1.7840 2.9827 -3.7421
H 1.4261 1.2431 -3.6877
*
```

Results of the natural (NBO) charge analysis, in e, for atoms 1 through 8: Pd 1.427; C -0.621; C 0.110; C -0.626; O -0.952; H 0.176; H 0.215; H 0.190


Entry B
Formula: C21H33O11PdS3
Source: OMol25
Level of theory: ωB97M-V with the def2-TZVPD basis set

Its HOMO-LUMO gap (alpha / beta) is 6.033 / 6.014 eV. As for the expectation value of S²: 2.005. The HOMO energy (alpha / beta) is -0.14978 / -0.14912 Ha.

Structure (ORCA input):
```
! wB97M-V def2-TZVPD RIJCOSX def2/J DEFGRID3
* xyz -1 3
Pd 0.6292 0.5070 -0.8774
C -1.7990 2.9376 0.8540
C -0.4478 3.4600 0.2985
C 0.1005 4.6578 1.1649
O 0.5156 2.3941 0.3139
H -1.5910 2.7016 1.8976
H -2.1742 2.0333 0.3749
H -2.6575 3.6081 0.8158
H -0.6346 3.8437 -0.7045
H 0.1050 4.4445 2.2338
H -0.7174 5.3776 1.1316
H 1.0149 5.0766 0.7447
C -1.4257 -0.6113 -4.5817
C -1.6894 -1.9693 -5.2472
C -1.0716 -3.1886 -4.5087
O -1.3816 -4.3468 -4.9382
C -0.1625 -2.9715 -3.4101
C 0.0386 -1.7184 -2.9269
C -0.6176 -0.4858 -3.5439
O -0.3755 0.6546 -3.0100
O 0.9131 -1.6333 -1.9414
O -2.3523 -2.1657 -6.3287
H -1.7917 0.2834 -5.0632
H 0.3460 -3.7922 -2.9261
C -4.9648 -1.6407 -1.1050
C -5.2680 -0.6293 -0.0017
C -4.0038 -0.6788 0.9529
S -2.6016 -1.4353 0.0062
O -2.5399 -2.7977 0.5061
O -1.4407 -0.5799 -0.0700
C -3.4856 -1.5276 -1.5953
H -5.7645 -1.6607 -1.8454
H -5.1086 -2.6276 -0.6650
H -6.1031 -1.0114 0.5855
H -5.4437 0.3989 -0.3178
H -3.9711 -1.1995 1.9099
H -3.5754 0.3113 1.1087
H -3.0981 -2.3572 -2.1867
H -3.4775 -0.5964 -2.1618
C 5.0945 1.3491 1.0551
C 5.2080 -0.0048 0.2733
C 5.2044 0.1329 -1.2057
S 3.9898 1.4967 -1.4314
O 2.6841 0.9200 -1.4283
O 4.3901 2.3489 -2.5506
C 4.2253 2.2954 0.2591
H 6.1111 1.7394 1.1035
H 4.8372 1.2110 2.1053
H 4.4149 -0.7070 0.5303
H 6.1426 -0.4762 0.5772
H 4.9176 -0.7056 -1.8403
H 6.1335 0.5098 -1.6332
H 3.2791 2.6540 0.6643
H 4.7416 3.2091 -0.0352
C -0.2736 -2.0669 3.8804
C -0.6358 -0.5902 3.7393
C 0.7085 0.1822 3.5848
S 1.6119 -0.8510 2.3905
O 3.0019 -0.9511 2.9243
O 1.3473 -0.3603 1.0882
C 0.7378 -2.4114 2.7673
H -1.1784 -2.5838 3.5606
H 0.2197 -2.4254 4.7839
H -1.2472 -0.1796 4.5428
H -1.2652 -0.3977 2.8704
H 1.2295 0.0937 4.5381
H 0.7220 1.2126 3.2295
H 1.5841 -3.0952 2.8332
H 0.1365 -2.6141 1.8810
*
```

Results of the natural (NBO) charge analysis, in e, for atoms 1 through 8: Pd 1.401; C -0.635; C 0.117; C -0.625; O -0.952; H 0.183; H 0.205; H 0.186


Energies in eV, measured from the most stable structure: entry A 0.130; entry B 0.000.


Entry A
Formula: CHBrF2N2O2
Source: OMol25
Level of theory: ωB97M-V with the def2-TZVPD basis set

As for the SMILES: O=[N+]([O-])[C@H](Br)N(F)F. Its HOMO-LUMO gap is 9.780 eV. The HOMO energy is -0.39155 Ha.

Structure (ORCA input):
```
! wB97M-V def2-TZVPD RIJCOSX def2/J DEFGRID3
* xyz 0 1
C -0.1847 0.0268 -0.4068
N 0.1956 1.3251 0.2412
N 0.0511 -1.2055 0.6815
O 0.2984 2.1991 -0.5900
O 0.0870 1.4654 1.4044
F 1.3219 -1.3491 0.9018
F -0.3229 -2.2594 0.0628
Br -1.9913 -0.0840 -0.9883
H 0.5450 -0.1183 -1.3066
*
```

Results of the natural (NBO) charge analysis, in e, for atoms 1 through 8: C -0.151; N 0.500; N 0.302; O -0.361; O -0.302; F -0.200; F -0.193; Br 0.154


Entry B
Formula: CHBrF2N2O2
Source: OMol25
Level of theory: ωB97M-V with the def2-TZVPD basis set

Its HOMO-LUMO gap (alpha / beta) is 8.480 / 8.409 eV. The HOMO energy (alpha / beta) is -0.35375 / -0.38766 Ha.

Structure (ORCA input):
```
! wB97M-V def2-TZVPD RIJCOSX def2/J DEFGRID3
* xyz 0 1
C -1.2881 0.1742 -0.4290
N 1.9266 1.1380 0.6031
N -1.4717 -1.2309 -0.0108
O -2.5403 -1.4252 0.5386
O -0.5306 -1.9940 -0.2602
F 2.9559 1.9244 0.0205
F 2.4895 -0.0093 0.7517
Br 0.3191 0.5294 -1.1125
H -1.8604 0.8933 -0.1014
*
```

Results of the natural (NBO) charge analysis, in e, for atoms 1 through 8: C -0.197; N 0.365; N 0.468; O -0.353; O -0.387; F -0.263; F -0.175; Br 0.345


Energies in eV, measured from the most stable structure: entry A 0.000; entry B 2.149.